Entry 1:
This record from OMol25 describes a cluster of 2 separate species, C5H11NO in total. The level of theory is wB97M-V/def2-TZVPD.

Its structure (SMILES) is C=C(N)/C=C/C.O. The value obtained for the max |F| is 1.43 eV Å⁻¹. Its LUMO energy is 0.02689 Eh.

CARTESIAN COORDINATES (ANGSTROEM)
N -0.385 -1.843 1.441
C 0.611 -1.094 0.736
C 1.786 -0.688 1.239
C -1.241 0.315 -2.386
C -0.588 0.191 -1.052
C 0.246 -0.771 -0.678
H -0.790 -1.304 2.200
H 0.034 -2.629 1.936
H 2.174 -1.135 2.149
H 2.204 0.266 0.947
H -0.846 -0.403 -3.105
H -1.088 1.291 -2.855
H -2.315 0.196 -2.261
H -0.754 0.977 -0.323
H 0.637 -1.479 -1.406
H 0.346 1.960 1.023
H 0.088 3.369 1.565
O -0.120 2.782 0.829

---

Entry 2:
This record from OMol25 describes an isolated molecule of C5H11NO. The level of theory is wB97M-V/def2-TZVPD.

Its structure (SMILES) is CC(C)=NCCO. The value obtained for the max |F| is 3.56 eV Å⁻¹. Its LUMO energy is 0.03579 Eh.

CARTESIAN COORDINATES (ANGSTROEM)
C -2.329 -0.002 -0.080
C -1.043 -0.094 1.116
C 1.585 -1.256 0.356
C 1.794 0.829 -1.110
C 0.998 0.054 -0.100
O -2.752 1.309 -0.175
N -0.099 0.548 0.304
H -1.967 1.855 -0.312
H -2.003 -0.411 -1.043
H -3.141 -0.607 0.321
H -1.460 0.577 1.866
H -0.785 -1.074 1.529
H 2.413 -1.555 -0.285
H 2.796 1.037 -0.729
H 1.906 0.249 -2.028
H 1.961 -1.179 1.380
H 0.831 -2.045 0.339
H 1.295 1.765 -1.350

---

Entry 3:
This record from OMol25 describes a cluster of 2 separate species, C5H11NO in total. The level of theory is wB97M-V/def2-TZVPD.

Its structure (SMILES) is C=C/C(N)=C/C.O. The value obtained for the max |F| is 1.46 eV Å⁻¹. Its LUMO energy is 0.03059 Eh.

CARTESIAN COORDINATES (ANGSTROEM)
C 0.997 1.030 2.147
N -0.832 0.787 -0.241
C -0.413 -0.329 0.517
C 0.270 -0.174 1.664
C -0.905 -1.839 -1.370
C -0.539 -1.648 -0.114
H 1.039 1.856 1.443
H 0.542 1.409 3.068
H 2.003 0.744 2.438
H -0.862 1.637 0.302
H -1.709 0.679 -0.727
H 0.471 -1.132 2.138
H -1.154 -1.018 -2.026
H -0.854 -2.833 -1.793
H -0.215 -2.459 0.524
H 0.974 1.583 -3.214
H 0.431 0.979 -1.937
O 0.756 0.728 -2.820

---

Entry 4:
This record from OMol25 describes a cluster of 2 separate species, C5H11NO in total. The level of theory is wB97M-V/def2-TZVPD.

Its structure (SMILES) is C=C/C=C/NC.O. The value obtained for the max |F| is 5.41 eV Å⁻¹. Its LUMO energy is 0.02957 Eh.

CARTESIAN COORDINATES (ANGSTROEM)
C 0.452 -1.076 -1.861
N 1.515 -0.644 -1.011
C 1.052 0.268 0.014
C -0.012 1.080 -0.219
C -0.720 1.613 0.920
C -1.907 2.187 0.798
H 0.202 -0.478 -2.765
H 0.916 -1.886 -2.563
H -0.383 -1.452 -1.351
H 2.327 -0.326 -1.614
H 1.629 0.164 0.914
H -0.477 1.381 -1.154
H -0.281 1.227 1.826
H -2.362 2.583 1.671
H -2.318 2.516 -0.188
H -0.511 -1.675 0.834
H 0.120 -3.121 1.152
O -0.332 -2.356 1.550

---

Entry 5:
This record from OMol25 describes an isolated molecule of C5H11NO. The level of theory is wB97M-V/def2-TZVPD.

Its structure (SMILES) is CCCCC(N)=O. The value obtained for the max |F| is 5.06 eV Å⁻¹. Its LUMO energy is 0.03019 Eh.

CARTESIAN COORDINATES (ANGSTROEM)
C 1.354 -0.588 1.705
C 1.628 0.510 0.802
C 0.916 0.354 -0.545
C -0.619 0.141 -0.357
C -1.474 -0.249 -1.601
N -2.769 -0.020 -1.137
O -1.189 -0.564 -2.773
H 2.233 -1.002 2.271
H 1.110 -1.533 1.168
H 0.684 -0.240 2.458
H 1.128 1.487 1.277
H 2.680 0.719 0.529
H 1.060 1.192 -1.265
H 1.276 -0.730 -0.711
H -0.875 -0.540 0.502
H -1.007 1.128 -0.087
H -3.158 -0.224 -2.082
H -2.978 0.159 -0.154

---

Entry 6:
This record from OMol25 describes a cluster of 2 separate species, C5H11NO in total. The level of theory is wB97M-V/def2-TZVPD.

Its structure (SMILES) is C/C=N\C.CC=O. The value obtained for the max |F| is 0.45 eV Å⁻¹. Its LUMO energy is 0.03247 Eh.

CARTESIAN COORDINATES (ANGSTROEM)
C -0.783 -2.060 -0.771
C -0.115 -0.717 -0.932
C -0.951 2.033 0.748
N 0.903 -0.282 -0.312
C 1.557 -1.127 0.668
C 0.152 2.409 -0.214
O -0.033 2.616 -1.390
H -0.880 -2.323 0.288
H -1.783 -2.056 -1.213
H -0.207 -2.855 -1.262
H -0.560 -0.018 -1.646
H -1.251 2.912 1.331
H -1.812 1.663 0.185
H -0.609 1.270 1.453
H 1.064 -1.012 1.643
H 1.556 -2.193 0.407
H 2.594 -0.796 0.783
H 1.158 2.534 0.233

---

Entry 7:
This record from OMol25 describes a structure of composition C5H11NO. The level of theory is wB97M-V/def2-TZVPD.

The value obtained for the max |F| is 0.66 eV Å⁻¹. Its LUMO energy is 0.03657 Eh.

CARTESIAN COORDINATES (ANGSTROEM)
C 0.592 1.902 -0.038
C 0.933 0.581 0.645
C 0.140 -0.612 0.101
C 0.542 -1.928 0.761
N -1.300 -0.397 0.254
C -2.138 -0.151 -0.750
O -1.667 -0.105 -1.979
H 0.756 1.840 -1.119
H -0.458 2.169 0.119
H 1.209 2.717 0.354
H 2.001 0.362 0.520
H 0.763 0.663 1.729
H 0.301 -0.681 -0.980
H 1.609 -2.121 0.614
H 0.355 -1.904 1.842
H -0.020 -2.765 0.337
H -1.694 -0.410 1.183
H -2.837 0.080 -1.727

---

Computed frontier orbital gap, in the same sequence as the records: 9.82 10.11 8.88 9.05 10.78 10.35 9.60 eV.
Computed HOMO level, in the same sequence as the records: -9.08 -9.13 -8.04 -8.24 -9.96 -9.47 -8.61 eV.
Computed energy above the lowest of the compared OMol25 structures with the same formula, charge and spin, in the same sequence as the records: 63.6 45.6 38.9 75.6 51.5 43.1 78.4 kcal per mole.